No. 1
Entry from the Open Molecules 2025 dataset: one molecule with the formula C2H4O2S2 at a distorted geometry (ωB97M-V/def2-TZVPD).

Each line ends with the Löwdin charge.
Cartesian coordinates (Å):
C  0.29174  1.23371  0.06086  -0.384
C  0.70099  -0.07054  -0.69351  -0.498
O  -1.92422  -2.21248  1.67680  -0.591
O  -1.12951  1.22506  0.08746  -0.253
S  0.55007  -1.43653  0.49230  0.674
S  -1.52916  -1.64825  0.34204  0.755
H  0.62907  1.27032  1.12630  0.117
H  0.66707  1.88838  -0.64120  0.087
H  0.06516  -0.22370  -1.52286  0.066
H  1.67881  -0.02597  -0.92820  0.027

Values from the calculation:
HOMO energy (spin up / spin down): -8.8 / -8.8 eV
E_tot: -1025.30384 Eh
Lowest unoccupied orbital energy (spin up / spin down): -2.6606 / -2.6590 eV
Frontier orbital gap (spin up / spin down): 6.160 / 6.174 eV
Energy relative to the best compared isomer or geometry (same formula, charge and spin): 101.4 kcal/mol
2S+1: 1


No. 2
Entry from the Open Molecules 2025 dataset: a 2-piece molecular cluster, C2H4O3P overall at a distorted geometry (ωB97M-V/def2-TZVPD).

Each line ends with the Löwdin charge.
Cartesian coordinates (Å):
C  -1.76723  0.15641  -0.03022  -0.577
C  1.24570  0.85006  -0.61628  -0.373
O  -2.08521  0.15217  -1.16059  0.134
O  -1.87688  0.26009  1.11172  0.121
O  -0.10935  -1.66811  -0.62053  -0.490
P  0.65935  -0.67978  0.16390  0.379
H  0.44208  1.44416  -1.24127  -0.040
H  1.41797  1.49603  0.29658  -0.075
H  1.89379  -1.12576  0.50037  -0.072
H  0.17977  -0.88525  1.59632  -0.008

Values from the calculation:
HOMO energy: -3.1 eV
E_tot: -645.67384 Eh
Total charge: -1
Lowest unoccupied orbital energy: 3.8277 eV
Frontier orbital gap: 6.901 eV
Energy relative to the best compared isomer or geometry (same formula, charge and spin): 81.9 kcal/mol
2S+1: 1


No. 3
Entry from the Open Molecules 2025 dataset: C2H4O3P as an isolated structure at a distorted geometry (ωB97M-V/def2-TZVPD).

Each line ends with the Löwdin charge.
Cartesian coordinates (Å):
C  0.15278  -0.78065  -0.01299  -0.517
C  0.93071  0.36161  0.59052  -0.105
O  -2.11220  0.48248  1.07963  -0.453
O  0.58298  -1.82704  -0.42095  -0.026
O  -2.29564  -0.12068  -1.34916  -0.445
P  -1.81732  -0.45272  0.00762  0.280
H  0.91120  1.25458  -0.19250  0.116
H  2.07613  0.25564  0.64644  0.082
H  0.40231  0.62779  1.50316  0.047
H  -2.38804  -2.03655  0.61714  0.021

Values from the calculation:
HOMO energy: -4.3 eV
E_tot: -645.75107 Eh
Total charge: -1
Lowest unoccupied orbital energy: 4.0414 eV
Frontier orbital gap: 8.296 eV
Energy relative to the best compared isomer or geometry (same formula, charge and spin): 33.5 kcal/mol
2S+1: 1


No. 4
Entry from the Open Molecules 2025 dataset: a 2-piece molecular cluster, C2H4O3S3 overall at a distorted geometry (ωB97M-V/def2-TZVPD).

Each line ends with the Löwdin charge.
Cartesian coordinates (Å):
O  -0.15564  1.21172  -1.52900  0.049
C  0.00367  0.98816  -0.35127  -0.663
S  0.79624  1.44192  1.18610  0.966
C  -0.71903  0.49088  0.87977  -1.047
O  -1.81840  1.07476  1.43217  -0.068
S  -0.45209  -1.20072  1.53885  0.772
H  -2.51509  0.40110  1.50899  0.099
H  -1.26340  -0.86828  2.53787  -0.123
O  1.50991  -0.71145  -0.94381  -0.616
S  1.93595  -1.15561  -2.51730  0.758
H  1.22472  -1.61271  -0.62580  0.017
H  1.45318  -0.05978  -3.11657  -0.143

Values from the calculation:
HOMO energy: -9.2 eV
E_tot: -1498.77500 Eh
Lowest unoccupied orbital energy: 0.1486 eV
Frontier orbital gap: 9.310 eV
Energy relative to the best compared isomer or geometry (same formula, charge and spin): 76.0 kcal/mol
2S+1: 1
SMILES: O=C1S[C@]1(O)S.OS


No. 5
Entry from the Open Molecules 2025 dataset: one molecule with the formula C2H4O3Si at a distorted geometry (ωB97M-V/def2-TZVPD).

Each line ends with the Löwdin charge.
Cartesian coordinates (Å):
C  -0.50124  -0.77908  -1.28142  -0.133
Si  -0.03451  -0.17162  0.38827  0.536
C  0.39504  1.61924  0.81125  -0.279
O  0.07941  2.58970  0.16311  -0.016
O  1.10156  -0.97562  1.30137  -0.189
O  -0.30015  -1.05426  1.81359  -0.169
H  -1.42299  -0.52920  -1.92357  0.085
H  0.28002  -0.64787  -1.92153  -0.010
H  -0.55744  -1.87998  -1.17269  0.056
H  0.96029  1.82868  1.82160  0.119

Values from the calculation:
HOMO energy: -9.9 eV
E_tot: -593.72639 Eh
Lowest unoccupied orbital energy: -0.5400 eV
Frontier orbital gap: 9.370 eV
Energy relative to the best compared isomer or geometry (same formula, charge and spin): 89.2 kcal/mol
2S+1: 1
SMILES: C[Si]1(C=O)OO1


No. 6
Entry from the Open Molecules 2025 dataset: a 2-piece molecular cluster, C2H4O4 overall at a distorted geometry (ωB97M-V/def2-TZVPD).

Each line ends with the Löwdin charge.
Cartesian coordinates (Å):
O  -4.14181  0.72095  6.02796  0.038
C  -2.98809  1.09645  5.85261  -0.359
O  -2.21611  1.49637  6.88709  0.036
H  -2.36051  1.21899  4.94774  0.144
H  -2.64265  1.39065  7.78089  0.141
O  3.11645  4.60625  -3.09773  0.020
C  2.83494  4.58671  -1.88713  -0.339
O  2.11565  3.58888  -1.30765  0.039
H  2.93679  5.43056  -1.17636  0.142
H  1.85650  2.93370  -2.01163  0.139

Values from the calculation:
HOMO energy: -11.0 eV
E_tot: -379.56747 Eh
Lowest unoccupied orbital energy: 0.7484 eV
Frontier orbital gap: 11.794 eV
Energy relative to the best compared isomer or geometry (same formula, charge and spin): 19.4 kcal/mol
2S+1: 1
SMILES: O=CO.O=CO


No. 7
Entry from the Open Molecules 2025 dataset: a 2-piece molecular cluster, C2H4O4 overall at a distorted geometry (ωB97M-V/def2-TZVPD).

Each line ends with the Löwdin charge.
Cartesian coordinates (Å):
O  -0.67660  -0.43903  -2.30098  0.096
C  -0.16422  0.44055  -1.67793  -0.405
O  -0.67979  1.22187  -0.65347  -0.002
H  0.78684  0.87844  -2.05350  0.141
H  -0.29635  0.57483  0.01769  0.045
O  1.16475  0.37957  2.29517  0.165
C  0.39203  -0.34909  1.79455  -0.185
O  -0.12955  -1.11823  0.45045  -0.079
H  0.13342  -1.22289  2.41029  0.136
H  0.82512  -1.22743  0.26028  0.088

Values from the calculation:
HOMO energy: -10.6 eV
E_tot: -379.44506 Eh
Lowest unoccupied orbital energy: -0.5022 eV
Frontier orbital gap: 10.120 eV
Energy relative to the best compared isomer or geometry (same formula, charge and spin): 96.2 kcal/mol
2S+1: 1
SMILES: O=CO.O=CO


No. 8
Entry from the Open Molecules 2025 dataset: one molecule with the formula C2H4O4S at a distorted geometry (ωB97M-V/def2-TZVPD).

Each line ends with the Löwdin charge.
Cartesian coordinates (Å):
C  -1.41754  0.35234  0.77392  -0.268
C  1.20024  0.38078  -0.75415  -0.249
O  -0.86269  -1.33698  -0.91580  -0.319
O  0.73175  -1.38398  0.99421  -0.306
O  -2.37981  0.43354  -0.08004  -0.058
O  2.29261  0.45863  -0.05241  -0.056
S  -0.04460  -0.62744  0.06789  0.667
H  -1.16945  1.21299  1.52445  0.135
H  1.06442  1.43141  -1.21998  0.138
H  -2.05370  -0.49181  -0.68744  0.145
H  2.63877  -0.42946  0.34935  0.170

Values from the calculation:
HOMO energy (spin up / spin down): -8.3 / -8.8 eV
E_tot: -777.57766 Eh
Lowest unoccupied orbital energy (spin up / spin down): -0.6869 / -0.2514 eV
Frontier orbital gap (spin up / spin down): 7.615 / 8.570 eV
Energy relative to the best compared isomer or geometry (same formula, charge and spin): 103.5 kcal/mol
2S+1: 1